one | 14
Properties=species:S:1:pos:R:3:lowdin_charge:R:1 method="wB97M-V/def2-TZVPD" charge=+1 homo_lumo_gap_ev=8.7
C 1.335 1.623 0.391 -0.50
S 1.232 0.348 -0.849 0.66
H 0.894 1.055 -1.948 -0.12
H 0.857 1.300 1.327 0.02
H 0.774 2.546 0.258 0.05
H 2.361 1.885 0.615 0.03
C -1.849 -0.438 0.342 -0.04
N -1.599 -1.833 0.839 0.16
H -1.405 -1.742 1.836 0.17
H -2.474 -2.353 0.732 0.17
H -0.865 -2.438 0.451 0.18
H -0.933 0.132 0.534 0.02
H -2.624 -0.034 0.983 0.11
H -2.018 -0.320 -0.713 0.10

---

two | 14
Properties=species:S:1:pos:R:3:lowdin_charge:R:1 method="wB97M-V/def2-TZVPD" charge=+1 homo_lumo_gap_ev=10.2
C -1.623 -1.369 -0.102 -0.05
C -1.423 0.167 -0.192 -0.19
N 0.053 0.383 -0.133 0.13
H -2.661 -1.576 -0.047 0.08
H -1.132 -1.849 -0.934 0.08
H -1.192 -1.665 0.891 0.10
H -1.756 0.565 -1.169 0.14
H -1.862 0.697 0.661 0.14
H 0.407 -0.006 0.746 0.12
H 0.355 1.364 -0.159 0.15
H 0.511 -0.139 -0.890 0.17
S 3.185 1.008 0.948 0.53
H 4.109 0.367 0.237 -0.19
H 3.027 2.054 0.144 -0.21

---

three | 14
Properties=species:S:1:pos:R:3:lowdin_charge:R:1 method="wB97M-V/def2-TZVPD" charge=+1 homo_lumo_gap_ev=8.9
N 2.536 -0.692 -0.805 0.28
H 2.518 -1.630 -1.194 0.15
H 2.603 -0.008 -1.557 0.15
H 3.306 -0.544 -0.149 0.16
H 1.614 -0.512 -0.336 0.01
C -1.991 0.422 -0.630 -0.36
S -0.312 0.498 0.061 0.75
C -0.595 -0.403 1.605 -0.39
H -2.624 1.004 0.023 0.04
H -1.976 0.838 -1.632 0.04
H -2.287 -0.625 -0.660 0.05
H -0.896 -1.422 1.401 0.04
H -1.387 0.077 2.160 0.04
H 0.288 -0.357 2.221 0.03

---

What should be chosen as the least stable of them? Choose one.

---

one | 25
Properties=species:S:1:pos:R:3:lowdin_charge:R:1 method="wB97M-V/def2-TZVPD" smiles="CO[N+]1=CCOCC12CCC2" charge=+1 homo_lumo_gap_ev=10.3
C 2.785 1.288 0.028 0.00
O 1.327 1.166 -0.086 -0.06
N 0.708 -0.029 0.013 -0.01
C 1.236 -1.147 0.176 0.07
C 0.497 -2.538 0.107 -0.13
O -0.878 -2.418 0.088 -0.07
C -1.248 -1.397 -0.737 -0.10
C -0.745 0.046 -0.142 -0.32
C -1.297 1.225 -0.938 -0.08
C -1.784 1.832 0.352 -0.16
C -1.466 0.546 1.108 -0.09
H 3.076 2.314 -0.044 0.08
H 3.367 0.753 -0.839 0.14
H 3.131 1.060 1.126 0.14
H 2.294 -1.360 0.356 0.16
H 1.125 -2.994 -0.686 0.15
H 0.787 -3.128 1.050 0.17
H -2.305 -1.465 -0.866 0.14
H -0.654 -1.583 -1.631 0.14
H -2.104 0.806 -1.590 0.14
H -0.457 1.765 -1.445 0.14
H -1.174 2.634 0.820 0.13
H -2.903 2.075 0.494 0.15
H -0.845 0.543 1.994 0.12
H -2.474 0.008 1.294 0.16

---

two | 25
Properties=species:S:1:pos:R:3:lowdin_charge:R:1 method="wB97M-V/def2-TZVPD" charge=+1 homo_lumo_gap_ev=8.7
C -1.258 -1.571 -2.059 0.05
C -0.422 -1.330 -1.085 -0.11
C -0.238 -1.443 2.879 -0.06
C -1.455 0.592 0.216 0.02
C -0.260 0.117 -0.532 -0.31
C -0.235 0.091 1.076 -0.41
C 1.864 0.727 -1.998 -0.09
C 0.533 1.171 -1.363 -0.16
N 0.503 1.038 1.864 0.11
O -0.055 -0.651 3.905 0.20
O -0.323 -1.153 1.644 0.14
H -1.428 -2.490 -2.493 0.05
H -1.833 -0.728 -2.509 0.10
H 0.246 -2.127 -0.781 0.11
H -0.677 -2.437 3.028 0.20
H -1.818 1.712 0.324 0.17
H -2.314 -0.099 0.253 0.13
H 1.801 0.202 -2.968 0.08
H 2.347 0.076 -1.255 0.08
H 2.575 1.457 -2.348 0.07
H -0.150 1.679 -2.045 0.12
H 0.804 1.944 -0.552 0.12
H 0.060 1.954 1.664 0.13
H 1.486 1.017 1.543 0.13
H 0.250 0.254 3.595 0.14

---

What should be chosen as the least stable of them? Choose one.

---

one | 7
Properties=species:S:1:pos:R:3:lowdin_charge:R:1 method="wB97M-V/def2-TZVPD" smiles="FC(F)(Cl)C=S" charge=0 homo_lumo_gap_ev=8.3
F -0.585 1.238 1.221 0.04
C -0.514 0.271 0.242 -0.98
F -1.176 -0.818 0.759 -0.05
Cl -1.412 0.673 -1.234 0.73
C 0.868 -0.112 -0.182 -0.58
S 1.092 -1.700 -0.368 0.80
H 1.727 0.447 -0.438 0.04

---

two | 7
Properties=species:S:1:pos:R:3:lowdin_charge:R:1 method="wB97M-V/def2-TZVPD" charge=0 homo_lumo_gap_ev="7.0 / 7.0"
C -0.846 -0.172 0.143 -0.49
C -0.337 0.896 -0.509 -0.44
F -0.866 1.413 -1.595 0.14
F 0.855 1.471 -0.251 0.09
S 2.908 -2.421 1.010 0.01
Cl -0.121 -0.606 1.626 0.63
H -1.592 -0.582 -0.425 0.06

---

What should be chosen as the least stable of them? Choose two.

---

one | 10
Properties=species:S:1:pos:R:3:lowdin_charge:R:1 method="wB97M-V/def2-TZVPD" smiles="[O-][N+]1=CCNO1" charge=0 homo_lumo_gap_ev=9.8
O 3.204 0.577 0.114 0.05
N 2.059 0.220 -0.040 -0.20
C 0.906 0.782 -0.117 -0.04
C -0.273 -0.178 -0.305 -0.14
N 0.348 -1.426 0.128 -0.09
O 1.707 -1.366 -0.131 -0.05
H 0.846 1.699 0.320 0.10
H -1.118 0.041 0.362 0.12
H -0.428 -0.287 -1.479 0.15
H 0.179 -1.730 1.033 0.09

---

two | 10
Properties=species:S:1:pos:R:3:lowdin_charge:R:1 method="wB97M-V/def2-TZVPD" charge=0 homo_lumo_gap_ev=9.2
C 0.202 0.990 0.580 -0.11
C -0.213 0.104 -0.488 -0.34
N -1.152 0.496 0.389 0.05
N 0.460 -1.236 -0.432 -0.38
O 1.622 -1.192 -0.771 0.07
O -0.081 -2.199 0.087 0.08
H 0.756 0.431 1.407 0.14
H 0.584 2.035 0.484 0.12
H -0.503 0.804 -2.116 0.25
H -1.675 -0.234 0.859 0.13

---

What should be chosen as the least stable of them? Choose two.

---

one | 4
Properties=species:S:1:pos:R:3:lowdin_charge:R:1 method="wB97M-V/def2-TZVPD" charge=0 homo_lumo_gap_ev=7.0
O -1.134 0.489 -1.304 -0.61
F 1.491 -1.059 -0.330 -0.47
S 0.735 0.053 1.187 0.59
Cl -1.092 0.518 0.447 0.50

---

two | 4
Properties=species:S:1:pos:R:3:lowdin_charge:R:1 method="wB97M-V/def2-TZVPD" charge=0 homo_lumo_gap_ev="8.5 / 8.8"
O 1.531 -0.661 -0.045 -0.48
F -1.214 -0.104 0.932 -0.44
S -0.166 0.831 0.106 0.65
Cl -1.004 0.717 -1.679 0.27

---

What should be chosen as the least stable of them? Choose one.

---

one | 10
Properties=species:S:1:pos:R:3:lowdin_charge:R:1 method="wB97M-V/def2-TZVPD" smiles=CSSC charge=0 homo_lumo_gap_ev=6.6
C -0.407 -2.746 -0.148 -0.50
S 0.027 -0.943 0.399 0.43
S 0.719 1.444 -0.319 0.58
C -0.760 1.961 0.035 -0.74
H -1.501 -3.058 -0.273 0.02
H -0.061 -2.835 -1.288 0.05
H -0.010 -3.474 0.706 0.06
H -0.793 2.991 0.058 0.01
H -1.275 1.627 -0.809 -0.01
H -1.283 1.448 1.009 0.09

---

two | 10
Properties=species:S:1:pos:R:3:lowdin_charge:R:1 method="wB97M-V/def2-TZVPD" smiles=C1CS1.S charge=0 homo_lumo_gap_ev=9.5
C -0.806 0.033 0.040 -0.54
C -0.814 -0.006 -1.442 -0.49
S -0.549 1.638 -0.744 0.74
H 0.052 -0.381 0.556 -0.10
H -1.751 -0.090 0.559 0.07
H 0.041 -0.446 -1.947 0.07
H -1.765 -0.155 -1.945 0.07
S 1.902 -0.809 1.589 0.55
H 2.714 0.199 1.239 -0.18
H 0.977 0.017 2.095 -0.18

---

three | 10
Properties=species:S:1:pos:R:3:lowdin_charge:R:1 method="wB97M-V/def2-TZVPD" smiles=CCSS charge=0 homo_lumo_gap_ev=7.2
C 0.525 0.895 -1.206 -0.17
C 0.193 -0.188 -0.089 -0.66
S -0.758 0.472 1.389 0.52
S -1.615 -1.924 1.746 0.33
H 1.046 1.719 -0.736 0.05
H -0.374 1.305 -1.653 0.05
H 1.189 0.642 -2.059 0.07
H 1.238 -0.590 0.280 0.09
H -0.171 -1.144 -0.503 0.02
H -1.272 -1.188 2.831 -0.30

---

What should be chosen as the least stable of them? Choose one.

---

one | 14
Properties=species:S:1:pos:R:3:lowdin_charge:R:1 method="wB97M-V/def2-TZVPD" charge=+1 homo_lumo_gap_ev="9.6 / 6.9"
C 2.051 -1.028 -0.884 0.23
C 1.205 -0.351 -0.079 -0.26
C 1.458 0.737 0.961 0.02
N -0.030 -0.871 -0.117 0.17
N -2.194 -0.985 0.661 0.32
N -1.114 -0.813 0.306 -0.07
N -3.281 0.869 -0.731 0.09
H 1.808 -1.966 -1.339 0.10
H 3.080 -0.645 -1.206 0.14
H 1.391 1.636 0.453 0.08
H 0.968 0.430 1.873 0.10
H 2.409 0.796 1.425 0.09
H -3.572 1.787 -0.380 0.00
H -4.179 0.403 -0.944 0.00

---

two | 14
Properties=species:S:1:pos:R:3:lowdin_charge:R:1 method="wB97M-V/def2-TZVPD" charge=+1 homo_lumo_gap_ev=8.0
N 3.064 0.845 0.458 0.46
N 2.551 -0.020 -0.014 0.07
C 1.685 -0.948 -0.419 -0.10
C 0.332 -0.419 0.194 -0.18
N -0.178 0.774 -0.553 0.02
C -1.417 1.108 -0.357 -0.31
N -2.423 0.590 0.364 0.11
H 1.888 -1.889 0.127 0.18
H 1.673 -1.319 -1.394 0.14
H -0.300 -1.251 0.228 0.10
H 0.575 -0.239 1.225 0.11
H -1.654 2.048 -0.889 0.14
H -3.356 0.952 0.023 0.14
H -2.441 -0.232 1.005 0.13

---

three | 14
Properties=species:S:1:pos:R:3:lowdin_charge:R:1 method="wB97M-V/def2-TZVPD" smiles="C=C(C)/N=N/N=[NH2+]" charge=+1 homo_lumo_gap_ev="8.0 / 8.0"
C 1.268 0.826 1.009 0.17
C 0.614 0.424 -0.089 -0.33
C 0.834 0.924 -1.479 -0.02
N -0.383 -0.504 -0.019 0.22
N -1.207 -0.969 0.657 0.01
N -2.291 -1.184 1.006 0.17
N -2.907 -2.572 1.749 0.16
H 1.096 0.408 1.987 0.09
H 2.021 1.593 0.932 0.10
H 0.861 2.010 -1.477 0.10
H 1.783 0.567 -1.875 0.10
H 0.038 0.595 -2.141 0.09
H -3.904 -2.373 1.725 0.08
H -2.641 -3.339 1.128 0.08

---

four | 14
Properties=species:S:1:pos:R:3:lowdin_charge:R:1 method="wB97M-V/def2-TZVPD" charge=+1 homo_lumo_gap_ev=9.6
N -0.353 0.513 -2.463 0.00
N -0.451 0.904 -1.125 -0.12
N 0.776 0.798 -0.347 0.03
C 0.910 -0.030 0.677 -0.10
N -0.020 -0.678 1.257 0.03
C -0.455 -1.512 2.458 0.18
C -1.329 -1.070 1.618 0.09
H 0.081 -0.371 -2.620 0.07
H 0.297 1.202 -2.932 0.11
H -0.666 1.989 -1.200 0.18
H 1.550 1.114 -0.785 0.09
H 1.987 -0.105 0.933 0.17
H -0.069 -2.021 3.328 0.13
H -2.258 -0.733 1.200 0.14

---

What should be chosen as the least stable of them? Choose one.

---

one | 14
Properties=species:S:1:pos:R:3:lowdin_charge:R:1 method="wB97M-V/def2-TZVPD" smiles="N[N+]1=NC=NCC1" charge=+1 homo_lumo_gap_ev="8.9 / 8.9"
N 1.847 0.806 0.365 0.22
N 0.652 0.484 -0.081 -0.19
N -0.248 1.360 -0.102 0.18
C -1.563 0.975 -0.235 -0.15
N -1.932 -0.197 0.062 0.11
C -0.883 -1.101 0.375 -0.16
C 0.348 -0.861 -0.517 -0.04
H 2.658 0.292 0.044 0.15
H 1.967 1.770 0.666 0.16
H -2.278 1.756 -0.426 0.13
H -1.225 -2.132 0.381 0.14
H -0.602 -0.745 1.375 0.15
H 1.177 -1.542 -0.327 0.14
H 0.079 -0.865 -1.579 0.16

---

two | 14
Properties=species:S:1:pos:R:3:lowdin_charge:R:1 method="wB97M-V/def2-TZVPD" smiles="C[C@]1(N)N=NC=[NH+]1" charge=+1 homo_lumo_gap_ev="7.5 / 7.5"
C 0.933 -1.022 -0.813 0.00
C 0.174 -0.093 0.202 -0.51
N 1.001 0.340 1.230 0.14
N -1.086 -1.132 0.476 0.19
N -2.062 -0.474 0.178 0.05
C -1.864 0.853 -0.222 0.06
N -0.545 1.058 -0.421 0.22
H 1.584 -0.457 -1.604 0.13
H 0.193 -1.540 -1.361 0.05
H 1.518 -1.725 -0.060 0.14
H 1.960 -0.101 1.372 0.15
H 0.826 1.015 1.902 0.08
H -2.695 1.529 -0.155 0.15
H 0.065 1.749 -0.725 0.15

---

three | 14
Properties=species:S:1:pos:R:3:lowdin_charge:R:1 method="wB97M-V/def2-TZVPD" smiles="[NH3+][C@@H]1[C@H]2N=NN[C@@H]12" charge=+1 homo_lumo_gap_ev=8.9
N 0.330 1.735 -0.876 0.15
C 0.532 0.430 -0.064 -0.11
C -0.375 -1.026 -0.686 -0.13
N 0.158 -2.194 -0.320 0.02
N 0.290 -2.251 0.943 0.06
N -0.128 -1.161 1.571 0.04
C -0.608 -0.240 0.666 -0.24
H -0.179 2.501 -0.284 0.20
H -0.255 1.376 -1.730 0.20
H 1.305 2.202 -1.170 0.23
H 1.578 0.214 0.187 0.14
H -0.950 -0.965 -1.620 0.14
H -0.313 -1.151 2.526 0.14
H -1.385 0.528 0.857 0.16

---

four | 14
Properties=species:S:1:pos:R:3:lowdin_charge:R:1 method="wB97M-V/def2-TZVPD" charge=+1 homo_lumo_gap_ev="7.9 / 7.5"
C 1.741 -0.191 2.519 -0.30
C -0.682 0.274 0.011 -0.01
C -1.599 1.049 -0.782 -0.01
N 0.562 -0.285 1.964 0.18
N -0.061 0.077 1.014 0.13
N 2.186 0.103 3.615 0.20
N 0.493 -0.836 -1.498 0.16
H 2.208 -1.011 1.815 0.20
H -2.458 0.430 -0.859 0.10
H -1.156 1.045 -1.800 0.10
H -1.791 2.108 -0.592 0.12
H 3.090 -0.224 3.825 0.07
H 0.592 -1.818 -1.283 0.02
H -0.323 -0.723 -2.140 0.03

---

What should be chosen as the least stable of them? Choose four.